Entry 1:
DFT (ωB97M-V with the def2-TZVPD basis set) results for C29H48BrN3P2RuS as an isolated structure in a non-equilibrium geometry.

CARTESIAN COORDINATES (ANGSTROEM)
N (-6.95381, 5.41282, -5.61789)
C (-6.73946, 5.99385, -4.43725)
C (-5.90974, 5.41206, -3.45613)
C (-5.27436, 4.17412, -3.71926)
C (-5.52465, 3.59301, -4.98354)
C (-6.36911, 4.25947, -5.89578)
C (-4.39379, 3.54082, -2.72581)
Ru (-0.66901, 0.28323, 0.80462)
P (5.61663, -0.80035, -0.09885)
C (-3.54021, 2.51727, -2.98256)
C (-2.49142, 2.07015, -2.10053)
C (-1.31360, 1.50057, -2.67274)
C (-0.18205, 1.33080, -1.92800)
C (-0.29010, 1.64433, -0.59370)
C (-1.43045, 2.18769, 0.09139)
C (-2.56694, 2.40400, -0.74738)
Br (1.78737, 0.98251, 0.26859)
H (-4.35967, 4.03030, -1.76221)
H (-3.48332, 2.11175, -4.00514)
H (-5.79936, 5.93399, -2.50563)
H (-5.12463, 2.63549, -5.28669)
H (-7.22998, 6.95552, -4.25087)
H (-6.57445, 3.85481, -6.87860)
H (-1.31153, 1.33806, -3.75144)
H (-3.43468, 2.92222, -0.34876)
H (0.72965, 0.86331, -2.27954)
H (-1.44376, 2.57122, 1.13274)
P (-0.70300, -1.76673, 0.04402)
C (5.27037, 0.99240, 0.15787)
C (6.38957, 1.94178, -0.29086)
H (5.03472, 1.14199, 1.22300)
H (4.35973, 1.19202, -0.41863)
H (6.15630, 2.94582, 0.08540)
H (7.36996, 1.64336, 0.10062)
H (6.44692, 1.98670, -1.38516)
C (4.93851, -1.22250, -1.74373)
C (5.73414, -2.35663, -2.40773)
H (4.99455, -0.30405, -2.35009)
H (3.87954, -1.49098, -1.61223)
H (5.43173, -2.43402, -3.45706)
H (6.81314, -2.16259, -2.37796)
H (5.54234, -3.32000, -1.92545)
C (4.65798, -1.76237, 1.12513)
C (5.46806, -1.94913, 2.41909)
H (4.46812, -2.74221, 0.65900)
H (3.70019, -1.24155, 1.26971)
H (4.95395, -2.66628, 3.06974)
H (6.46853, -2.34544, 2.18915)
H (5.58382, -0.99933, 2.95725)
C (-0.55068, -3.11312, 1.29589)
C (-1.60033, -4.22634, 1.26113)
H (-0.53893, -2.62410, 2.28440)
H (0.45325, -3.54330, 1.15639)
H (-2.59548, -3.88388, 1.57148)
H (-1.69360, -4.68723, 0.26858)
H (-1.29921, -5.01870, 1.95954)
C (0.63808, -2.11589, -1.16462)
C (0.19855, -2.21486, -2.62176)
H (1.13337, -3.04239, -0.83321)
H (1.36058, -1.29466, -1.02737)
H (-0.52299, -3.02654, -2.77427)
H (-0.25279, -1.28539, -2.99059)
H (1.06499, -2.42365, -3.26370)
C (-2.29949, -1.90452, -0.83063)
C (-3.52213, -1.70931, 0.06861)
H (-2.31607, -2.89050, -1.31602)
H (-2.30086, -1.13480, -1.61980)
H (-4.17149, -0.92054, -0.33698)
H (-4.11842, -2.63121, 0.11358)
H (-3.28058, -1.40534, 1.09965)
S (-1.93861, -0.02612, 2.71127)
C (-0.92845, -0.30662, 4.09344)
N (-0.25380, 0.71534, 4.64892)
C (0.35455, 0.63386, 5.98132)
C (0.81533, -0.78133, 6.23035)
C (-0.29963, -1.77000, 5.98462)
N (-0.89329, -1.51358, 4.66437)
H (-0.41104, 1.61251, 4.21491)
H (-0.36042, 0.96712, 6.74010)
H (1.18658, 1.34560, 5.98423)
H (1.16678, -0.87840, 7.26312)
H (1.65097, -1.01002, 5.57714)
H (-1.07370, -1.71176, 6.75425)
H (0.07153, -2.80112, 5.97060)
H (-1.55533, -2.18242, 4.28098)

Forces on the atoms, in the same order (eV/Å):
2.472 -1.445 3.146
-0.759 1.359 0.067
-0.171 -0.583 -0.842
-0.688 0.141 -0.832
-0.737 1.169 0.190
-0.221 -0.534 -1.249
0.746 -0.555 -0.252
1.784 -0.161 1.628
-2.051 0.718 -0.289
-1.148 0.917 -1.436
0.722 0.168 0.569
-1.232 1.004 -0.506
0.208 -0.587 -0.046
-0.223 0.416 1.477
-0.912 0.904 -1.623
1.382 -0.040 0.531
-0.859 0.474 0.382
-0.101 0.067 0.025
-0.189 0.126 0.516
-0.070 -0.042 -0.336
-0.073 0.100 -0.101
0.115 -0.274 -0.022
0.035 -0.239 -0.110
0.082 -0.222 0.283
0.147 -0.239 0.033
-0.189 0.189 -0.277
0.226 -0.224 -0.663
-0.604 -2.175 -0.848
0.625 -0.089 0.500
0.053 0.150 -0.089
0.150 -0.167 -0.234
0.091 -0.204 -0.029
0.158 -0.233 -0.187
-0.280 0.125 -0.054
0.071 0.015 0.255
0.810 0.145 -0.266
-0.063 -0.136 -0.259
0.005 -0.262 0.186
0.200 0.099 0.164
0.115 -0.085 0.204
-0.270 -0.039 -0.076
0.069 0.131 -0.061
0.868 -0.499 -0.044
-0.101 -0.008 0.160
-0.011 0.285 0.081
0.195 0.015 -0.057
0.206 0.217 -0.073
-0.357 0.078 0.185
0.016 -0.266 -0.079
0.282 0.292 0.570
-0.313 -0.228 -0.089
0.031 -0.249 -0.362
-0.255 0.187 0.014
0.280 -0.003 -0.109
0.068 0.106 0.252
-0.042 0.208 -0.212
0.428 0.387 0.035
-0.089 -0.114 -0.377
-0.230 0.253 -0.107
-0.118 -0.450 -0.151
0.213 0.193 -0.011
0.052 -0.200 0.127
-0.198 0.018 0.218
0.138 0.039 -0.119
-0.680 0.082 0.323
0.017 0.259 0.017
0.224 -0.367 0.122
0.147 -0.281 0.088
0.172 0.350 0.065
-0.137 -0.330 -0.455
-0.573 0.134 -0.113
1.255 0.177 1.537
-1.025 -0.946 -0.773
0.252 0.529 0.113
0.245 -0.091 0.361
0.002 -0.479 0.118
-0.700 0.715 -0.676
0.108 0.048 0.159
-0.036 -0.053 -0.146
-0.094 -0.226 0.111
-0.064 0.020 -0.214
0.216 -0.052 -0.103
-0.020 0.064 -0.112
-0.034 0.252 0.061
0.237 0.051 0.200

Multiplicity = 5
Relative energy (zero: lowest compared OMol25 entry of this formula, charge and spin) = 0.0 kcal per mole
Orbital gap (spin up / spin down) = 6.757 / 5.317 eV
Strongest force on any atom = 0.08273 Eh/bohr
Charge = +4

***

Entry 2:
DFT (ωB97M-V with the def2-TZVPD basis set) results for C41H61Br2NO13S7 as an isolated structure in a non-equilibrium geometry.

CARTESIAN COORDINATES (ANGSTROEM)
C (-4.02916, 3.81280, -0.79712)
C (-4.22662, 2.43838, -0.08257)
C (-3.95168, 1.25870, -1.05290)
C (-4.77587, 0.02747, -0.56261)
O (-4.12826, -0.42285, 0.62717)
C (-4.39927, -1.72182, 0.99904)
C (-3.99334, -2.89002, 0.06416)
Br (-5.24340, -4.35105, -0.05514)
C (-2.86811, -2.99245, -0.64035)
C (-2.54253, -4.18785, -1.52622)
Br (-1.54727, -1.60753, -0.60583)
O (-5.88503, -1.78850, 0.99478)
S (-6.32824, -1.09143, 2.40485)
O (-7.07359, -1.97041, 3.22847)
O (-6.90403, 0.16604, 2.13063)
O (-4.85798, -0.99453, 3.14894)
C (-4.14240, -2.05850, 2.47862)
C (-2.70007, -2.36739, 2.90231)
C (-1.99452, -1.18731, 3.63902)
C (-0.53280, -1.09587, 3.10298)
S (-0.49600, 0.30671, 1.93939)
C (1.16090, 0.88950, 1.90498)
S (2.44507, 0.01153, 2.37924)
N (1.37526, 2.23227, 1.41046)
C (0.79866, 3.14761, 2.38699)
C (-0.54191, 3.48652, 2.48629)
C (-0.94177, 4.34839, 3.48219)
C (-0.06836, 4.87991, 4.40730)
C (1.27235, 4.52890, 4.31169)
C (1.68010, 3.68244, 3.30672)
C (0.84904, 2.38449, 0.08309)
C (0.38902, 3.57559, -0.45164)
C (-0.10189, 3.65245, -1.73337)
C (-0.11833, 2.54740, -2.55992)
C (0.36122, 1.35866, -2.04540)
C (0.82215, 1.27299, -0.75544)
H (-4.89066, 4.44851, -0.54275)
H (-3.98189, 3.71688, -1.88926)
H (-3.14152, 4.33736, -0.42298)
H (-5.24441, 2.36782, 0.32312)
H (-3.53376, 2.35467, 0.76538)
H (-2.89612, 0.96332, -0.98132)
H (-4.23778, 1.47146, -2.08537)
H (-5.79477, 0.39377, -0.39174)
H (-4.77232, -0.71452, -1.37747)
H (-3.20831, -4.13133, -2.39948)
H (-2.70268, -5.13141, -1.00012)
H (-1.51382, -4.08713, -1.88774)
H (-4.74187, -2.93885, 2.76047)
H (-2.16828, -2.68392, 1.99642)
H (-2.70384, -3.23125, 3.57711)
H (-2.53844, -0.24542, 3.51598)
H (-1.90033, -1.43750, 4.70163)
H (-0.24209, -1.99584, 2.55180)
H (0.16965, -0.86731, 3.91150)
H (-1.26800, 3.07772, 1.78695)
H (-1.99306, 4.62163, 3.58785)
H (-0.37240, 5.56129, 5.19822)
H (1.98430, 4.91134, 5.04096)
H (2.73063, 3.39578, 3.25113)
H (0.38974, 4.48687, 0.14610)
H (-0.49221, 4.58983, -2.13739)
H (-0.47477, 2.57133, -3.58750)
H (0.38032, 0.47227, -2.68158)
H (1.18962, 0.29396, -0.44818)
C (-4.79424, 5.86276, -5.19691)
C (-4.61945, 4.34223, -5.07717)
C (-3.24862, 4.08665, -4.44022)
S (-2.89495, 5.52342, -3.42400)
O (-1.75559, 6.21225, -3.97954)
O (-2.95457, 5.15210, -2.03246)
C (-4.37195, 6.43752, -3.84849)
H (-5.82054, 6.13449, -5.44243)
H (-4.14460, 6.24756, -5.98680)
H (-5.40533, 3.93489, -4.43662)
H (-4.69908, 3.84875, -6.04491)
H (-3.25083, 3.19790, -3.81391)
H (-2.46606, 4.00695, -5.19269)
H (-4.14925, 7.50191, -3.88162)
H (-5.11973, 6.23351, -3.08175)
C (5.47390, -3.49206, 2.79587)
C (5.83072, -4.97207, 2.61434)
C (4.76483, -5.59029, 1.69868)
S (4.16066, -4.25773, 0.65851)
O (2.77502, -4.01710, 0.97868)
O (4.60389, -4.47056, -0.69724)
C (5.15146, -2.96642, 1.39943)
H (6.28656, -2.93639, 3.25349)
H (4.59610, -3.39975, 3.44060)
H (6.81221, -5.05582, 2.14327)
H (5.88100, -5.49641, 3.56550)
H (5.17760, -6.37483, 1.06843)
H (3.92151, -5.97702, 2.26871)
H (4.59473, -2.03100, 1.41020)
H (6.05664, -2.85773, 0.80117)
C (-3.41893, -1.38279, -4.68162)
C (-2.12622, -1.77703, -5.40696)
C (-1.69585, -0.57889, -6.26247)
S (-2.33239, 0.88243, -5.43426)
O (-3.32451, 1.49783, -6.27932)
O (-1.23399, 1.63750, -4.88183)
C (-3.16753, 0.00978, -4.11593)
H (-3.67483, -2.09304, -3.89476)
H (-4.24801, -1.35338, -5.39291)
H (-1.35033, -2.00138, -4.67087)
H (-2.26262, -2.66762, -6.01970)
H (-0.61365, -0.50203, -6.33908)
H (-2.13605, -0.61728, -7.25758)
H (-4.07921, 0.53525, -3.84869)
H (-2.48975, -0.02810, -3.26177)
C (10.97236, -2.50402, 3.23625)
C (10.88570, -3.88073, 2.56601)
C (10.28539, -4.85253, 3.58926)
S (9.25053, -3.86280, 4.67357)
O (9.81727, -3.88101, 5.99589)
O (7.86354, -4.18463, 4.43651)
C (9.62398, -2.28634, 3.91448)
H (11.18825, -1.71607, 2.51576)
H (11.76959, -2.50647, 3.98321)
H (10.23464, -3.81860, 1.69076)
H (11.86081, -4.22516, 2.22363)
H (9.67512, -5.61735, 3.11387)
H (11.05629, -5.32007, 4.19943)
H (9.64240, -1.50860, 4.67473)
H (8.84367, -2.07715, 3.18172)

Forces on the atoms, in the same order (eV/Å):
-1.347 -2.007 2.225
0.283 0.374 -0.812
-0.643 -0.709 1.752
0.852 1.326 -1.579
0.761 -1.024 0.409
-1.744 -1.005 -0.897
0.074 0.534 -0.016
0.416 0.426 0.132
0.006 -0.476 -0.174
0.199 0.967 -0.118
-0.342 -0.462 -0.162
0.006 0.598 1.903
-0.224 -0.107 0.756
-0.179 -0.885 -0.333
0.486 0.831 -0.281
-0.538 0.274 -1.221
0.406 -0.559 0.343
-0.485 1.022 0.666
0.918 -1.025 -0.754
-0.131 0.760 0.047
0.144 0.550 0.173
0.819 -0.670 0.385
-0.216 0.003 0.151
-1.908 -0.006 -0.128
0.570 0.381 0.246
-0.098 -0.346 -0.551
-1.265 0.509 0.463
0.847 0.042 0.174
-0.263 0.375 0.523
1.086 -0.360 0.022
0.078 -0.624 -0.463
0.074 0.988 0.985
-0.292 0.458 -0.892
0.037 0.047 -0.212
-0.199 -0.281 -0.700
0.443 -0.778 0.108
0.211 0.020 -0.219
-0.491 -0.883 1.185
-0.560 -0.846 0.128
0.168 -0.154 -0.087
-0.238 -0.022 -0.090
-0.122 0.253 -0.443
0.018 0.226 0.217
0.102 -0.547 0.321
-0.040 -0.289 0.538
0.096 -0.262 0.187
0.083 0.157 -0.129
-0.213 -0.263 0.164
0.296 -0.149 -0.840
-0.030 0.229 0.243
-0.118 0.137 -0.232
0.152 -0.186 0.112
-0.351 0.245 -0.179
0.147 0.120 0.374
0.013 -0.160 -0.322
0.114 0.145 0.131
0.179 -0.175 -0.269
-0.218 -0.171 -0.224
-0.058 -0.080 -0.228
-0.244 0.029 -0.132
0.042 -0.254 -0.024
0.314 -0.188 0.416
0.314 0.423 0.884
0.019 0.123 0.162
0.031 0.329 0.211
0.057 -0.106 -0.001
-0.077 0.092 -0.057
-0.298 -0.123 -0.301
-0.041 0.481 -0.450
0.118 -0.058 0.077
2.250 3.359 -2.500
-0.291 0.100 -0.269
0.022 0.008 0.002
-0.016 0.025 0.029
-0.012 0.023 0.031
0.064 -0.044 0.067
0.192 0.051 0.086
0.053 0.047 0.142
0.137 -0.042 0.124
0.048 -0.022 0.059
-0.143 -0.079 -0.096
-0.118 0.022 -0.092
0.240 -0.200 0.294
0.331 0.113 0.128
-0.058 -0.057 -0.241
-0.309 -0.011 -0.108
0.108 0.173 0.349
-0.026 -0.024 0.028
0.003 0.042 -0.030
-0.012 0.024 0.017
0.038 0.025 -0.019
-0.156 0.035 -0.111
-0.068 0.077 -0.085
-0.103 -0.073 -0.153
-0.060 -0.043 -0.073
0.042 -0.019 -0.159
-0.003 -0.032 0.104
0.119 -0.416 -0.082
0.060 -0.660 0.115
0.048 0.282 -0.032
-0.505 -0.247 -1.040
-0.094 -0.313 0.098
-0.007 0.042 0.009
-0.019 0.006 0.044
-0.019 0.028 0.006
0.022 0.029 -0.007
-0.033 0.178 -0.036
-0.041 0.138 0.031
0.041 0.128 -0.108
0.022 0.086 0.007
0.052 -0.102 0.014
-0.025 0.069 -0.037
0.242 -0.126 -0.350
0.073 0.127 -0.231
-0.170 -0.078 0.080
0.232 -0.045 0.412
0.199 0.248 -0.172
-0.005 -0.002 0.024
-0.030 0.039 0.007
0.002 0.006 0.022
-0.027 -0.015 0.004
-0.069 -0.018 0.165
-0.085 0.043 0.106
-0.111 -0.104 0.089
-0.030 -0.033 0.044

Orbital gap = 7.813 eV
Strongest force on any atom = 0.09244 Eh/bohr
Charge = 0

***

Entry 3:
DFT (ωB97M-V with the def2-TZVPD basis set) results for a single C6H10N2OS molecule in a non-equilibrium geometry.

CARTESIAN COORDINATES (ANGSTROEM)
C (-0.88011, -1.62930, -0.43662)
C (0.34262, -1.06261, 0.11650)
N (1.38575, -1.76839, 0.27542)
C (2.46886, -1.14935, 0.75737)
S (2.29103, 0.60605, 0.80671)
N (3.26965, 1.00411, -1.03964)
O (4.37852, 1.18312, -0.74942)
C (0.56153, 0.46405, 0.24053)
C (0.42941, 1.06733, -1.14974)
C (-0.43004, 1.10600, 1.22288)
H (-1.62803, -1.71445, 0.29485)
H (-0.70928, -2.60200, -0.86841)
H (-1.34548, -0.99567, -1.16374)
H (3.38752, -1.68895, 0.86065)
H (0.84713, 2.01555, -1.29244)
H (-0.58698, 1.27323, -1.32867)
H (0.85800, 0.41274, -1.99200)
H (-1.24485, 0.34466, 1.35294)
H (-0.81354, 1.94045, 0.76431)
H (-0.12676, 1.33742, 2.19614)

Forces on the atoms, in the same order (eV/Å):
-0.197 -0.066 -0.620
0.571 1.798 -0.569
1.170 -1.698 0.766
-0.557 0.708 -0.577
-0.983 -1.109 1.719
-0.134 0.025 -1.220
1.611 0.370 -0.315
0.189 -0.436 0.452
0.612 -1.835 -1.412
-0.807 -3.070 -0.642
-1.110 -0.373 1.324
0.165 -0.273 -0.059
-0.036 0.490 -0.725
0.398 0.186 0.201
1.193 1.439 0.288
-1.607 -0.296 -0.414
-0.708 0.824 1.402
0.338 0.908 -0.118
-1.155 2.134 -0.794
1.047 0.274 1.313

Relative energy (zero: lowest compared OMol25 entry of this formula, charge and spin) = 128.3 kcal per mole
SMILES string = CC1=NC=S(#[N+][O-])C1(C)C
Orbital gap (spin up / spin down) = 7.784 / 6.974 eV
Strongest force on any atom = 0.06297 Eh/bohr
Charge = 0

***

Entry 4:
DFT (ωB97M-V with the def2-TZVPD basis set) results for a single C2H4N2O2 molecule in a non-equilibrium geometry.

CARTESIAN COORDINATES (ANGSTROEM)
C (0.50866, 1.04865, -1.27705)
C (0.52071, 0.14792, 0.03146)
O (1.45351, -0.00539, 0.77346)
N (-0.80334, -0.18341, 0.32616)
N (-0.99342, -1.15096, 1.24626)
O (-1.94616, -1.73421, 1.79805)
H (0.32433, 0.32580, -2.11775)
H (1.43690, 1.53470, -1.23270)
H (-0.32503, 1.62565, -1.05415)
H (-0.17616, -1.60875, 1.50625)

Forces on the atoms, in the same order (eV/Å):
0.208 -4.216 1.498
0.237 1.365 -0.635
0.309 -0.530 0.028
-3.822 -2.798 2.475
-0.015 1.165 -1.741
0.238 2.357 -1.768
0.307 1.134 0.496
1.114 0.807 -0.638
-1.422 1.496 -0.362
2.846 -0.780 0.648

Relative energy (zero: lowest compared OMol25 entry of this formula, charge and spin) = 111.2 kcal per mole
SMILES string = CC(=O)/N=[NH+]/[O-]
Orbital gap (spin up / spin down) = 9.442 / 9.442 eV
Strongest force on any atom = 0.10393 Eh/bohr
Charge = 0